Here is one molecule with the formula C4H12N2O from the Open Molecules 2025 dataset. Energies are from ωB97M-V/def2-TZVPD.

Positions of all 19 atoms, in Å:
C 1.29514 0.81889 1.45673
H 0.10816 -1.41829 -2.59766
H 3.18357 -0.14688 1.60780
O -0.66313 -0.81460 -2.47563
C -1.37977 -1.42111 -1.42488
H -2.67675 0.40970 -0.95048
N 0.46206 -0.02499 0.58096
H 1.17868 0.54029 2.57411
H -0.80114 -1.83318 -0.56227
C -1.84623 -0.22777 -0.41095
H 1.02791 -0.37740 -0.16268
H -2.07429 -2.14645 -1.83845
H -0.99104 1.41361 1.00602
N 2.79647 0.71597 1.37518
C -0.77367 0.76463 0.13490
H -0.63960 1.49764 -0.71983
H 3.01746 0.87962 0.35842
H 1.05621 1.95100 1.44746
H -2.28003 -0.58069 0.60122

Properties
Lowest unoccupied orbital energy (eV): 0.77
SMILES: NCNCCCO
Gap between HOMO and LUMO (eV): 9.6
2S+1: 1
Total energy (Eh): -344.265663

Results of the Mulliken charge analysis, in e, for atoms 1 through 6: C -0.481; H 0.314; H 0.235; O -0.512; C -0.547; H 0.300

=====

Here is one molecule with the formula C4H12N2O from the Open Molecules 2025 dataset. Energies are from ωB97M-V/def2-TZVPD.

Positions of all 19 atoms, in Å:
H -0.09151 1.35267 -1.42262
H -1.72625 -0.22837 0.78760
H 2.26208 1.63711 -1.27854
C 0.01909 0.44681 1.46145
C 1.76687 0.72850 -1.76033
H -0.95449 -2.35310 -0.22526
H -0.07279 -1.35854 -2.37334
H 2.35727 -0.14899 -1.55649
C -0.33235 -0.73450 -1.50610
N 0.45173 0.45536 -1.24286
H 0.39828 1.34938 0.80698
O -0.86934 1.01697 2.36667
H -1.11982 0.54412 3.18747
H -1.45383 -0.46195 -1.71226
N -0.82674 -0.64814 0.89758
H 0.69979 -1.87774 0.05313
C -0.33291 -1.46754 -0.18474
H 1.70794 1.02404 -2.84536
H 0.84897 -0.10455 2.00058

Properties
Lowest unoccupied orbital energy (eV): 1.01
SMILES: CNCCNCO
Gap between HOMO and LUMO (eV): 9.2
2S+1: 1
Total energy (Eh): -344.276036

Results of the Mulliken charge analysis, in e, for atoms 1 through 6: H 0.276; H 0.247; H 0.249; C -0.037; C -0.951; H 0.367

=====

Here is a 2-piece molecular cluster, C4H12N2O overall from the Open Molecules 2025 dataset. Energies are from ωB97M-V/def2-TZVPD.

Positions of all 19 atoms, in Å:
H 1.03785 -0.46117 0.22803
H -3.51400 2.64631 1.17730
C 0.12405 -2.03302 -1.15483
H -1.00101 3.09088 1.36445
H -0.41681 0.96213 -1.01817
C 0.09580 -1.00666 0.00652
H -2.97627 1.35957 0.24249
H -0.57947 -2.77990 -0.97186
H -0.08008 -1.49790 -2.13871
C -0.87962 0.26207 -0.24471
N -2.69108 2.28410 0.69346
H -0.32110 -1.27616 1.07203
H -1.79166 -0.15942 -0.67506
O 4.74700 -1.82267 -0.83853
C -1.35311 2.14051 0.98885
H 1.13798 -2.48103 -1.19257
H 4.29994 -0.93314 -1.06408
H 4.22387 -2.20382 -0.07025
N -1.01149 0.87841 1.04649

Properties
Lowest unoccupied orbital energy (eV): 0.40
SMILES: CCC/N=C\N.O
Gap between HOMO and LUMO (eV): 8.1
2S+1: 1
Total energy (Eh): -344.220971

Results of the Mulliken charge analysis, in e, for atoms 1 through 6: H 0.230; H 0.267; C -1.005; H 0.378; H 0.241; C -0.402

=====

Computed energy above the lowest of the compared OMol25 structures with the same formula, charge and spin (eV) in order:
3.248; 2.966; 4.464